# 1
The following is a quantum chemistry calculation of a molecular structure, C23H18BrN4O2Pd, from the OMol25 dataset.

Summary:
energy relative to the best compared isomer or geometry (same formula, charge and spin)	2.092	eV
multiplicity	1
net charge	+1
E	-3958.36399	Ha
orbital gap (spin up / spin down)	5.155 / 5.157	eV
F_max	0.0469	hartree/bohr

Atoms and positions in Å:
Pd -0.572 1.356 -2.238
C 2.084 -0.566 -3.244
O 1.325 -0.311 -2.065
C 2.002 -0.192 -0.881
C 3.374 -0.320 -0.725
C 3.942 -0.148 0.533
Br 5.822 -0.288 0.717
C 3.169 0.094 1.653
C 1.788 0.186 1.518
C 1.210 0.093 0.250
O -0.128 0.319 0.047
C 0.959 0.326 2.715
N 1.121 1.204 3.663
C 0.170 0.932 4.609
C -0.120 1.554 5.824
C -1.137 1.022 6.588
C -1.848 -0.112 6.186
C -1.584 -0.742 4.985
C -0.582 -0.198 4.200
N -0.087 -0.538 2.963
H 2.555 -1.552 -3.202
H 2.847 0.201 -3.392
H 1.381 -0.544 -4.080
H 4.016 -0.546 -1.559
H 3.617 0.205 2.628
H -0.517 0.649 0.873
H 0.438 2.419 6.145
H -1.381 1.487 7.531
H -2.618 -0.507 6.830
H -2.120 -1.629 4.680
H -0.292 -1.383 2.452
C -2.738 1.251 -1.757
C -2.353 0.082 -2.456
C -2.230 -1.190 -1.813
C -1.858 -2.304 -2.514
C -1.577 -2.220 -3.889
C -1.673 -0.985 -4.552
C -2.066 0.143 -3.870
C -1.269 -3.393 -4.609
N -1.041 -4.362 -5.179
H -3.037 1.177 -0.716
H -3.146 2.090 -2.321
H -2.491 -1.266 -0.767
H -1.793 -3.268 -2.029
H -1.481 -0.946 -5.615
H -2.272 1.067 -4.415
N 0.744 3.926 -3.269
C 0.500 2.926 -2.733
H 0.948 4.802 -3.700

# 2
The following is a quantum chemistry calculation of C4H9NOS in the gas phase, from the OMol25 dataset.

Summary:
energy relative to the best compared isomer or geometry (same formula, charge and spin)	3.347	eV
SMILES	N[C@H](C=O)CCS
multiplicity	1
E	-685.89594	Ha
orbital gap	9.187	eV
F_max	0.1161	hartree/bohr

Atoms and positions in Å:
O -2.550 0.321 0.500
C -1.441 0.629 -0.036
C -0.488 -0.556 -0.087
C 0.814 -0.052 -0.666
C 1.669 0.498 0.606
S 1.078 1.709 1.770
N -1.067 -1.450 -1.071
H -1.071 1.603 -0.363
H -0.622 -0.942 0.997
H 0.603 0.747 -1.414
H 1.336 -0.893 -1.103
H 1.695 -0.361 1.250
H 2.705 0.677 0.294
H -0.235 1.563 2.151
H -1.393 -0.962 -1.907
H -1.034 -2.533 -0.923

Copy entry 1 word for word.
The following is a quantum chemistry calculation of a molecular structure, C23H18BrN4O2Pd, from the OMol25 dataset.

Summary:
energy relative to the best compared isomer or geometry (same formula, charge and spin)	2.092	eV
multiplicity	1
net charge	+1
E	-3958.36399	Ha
orbital gap (spin up / spin down)	5.155 / 5.157	eV
F_max	0.0469	hartree/bohr

Atoms and positions in Å:
Pd -0.572 1.356 -2.238
C 2.084 -0.566 -3.244
O 1.325 -0.311 -2.065
C 2.002 -0.192 -0.881
C 3.374 -0.320 -0.725
C 3.942 -0.148 0.533
Br 5.822 -0.288 0.717
C 3.169 0.094 1.653
C 1.788 0.186 1.518
C 1.210 0.093 0.250
O -0.128 0.319 0.047
C 0.959 0.326 2.715
N 1.121 1.204 3.663
C 0.170 0.932 4.609
C -0.120 1.554 5.824
C -1.137 1.022 6.588
C -1.848 -0.112 6.186
C -1.584 -0.742 4.985
C -0.582 -0.198 4.200
N -0.087 -0.538 2.963
H 2.555 -1.552 -3.202
H 2.847 0.201 -3.392
H 1.381 -0.544 -4.080
H 4.016 -0.546 -1.559
H 3.617 0.205 2.628
H -0.517 0.649 0.873
H 0.438 2.419 6.145
H -1.381 1.487 7.531
H -2.618 -0.507 6.830
H -2.120 -1.629 4.680
H -0.292 -1.383 2.452
C -2.738 1.251 -1.757
C -2.353 0.082 -2.456
C -2.230 -1.190 -1.813
C -1.858 -2.304 -2.514
C -1.577 -2.220 -3.889
C -1.673 -0.985 -4.552
C -2.066 0.143 -3.870
C -1.269 -3.393 -4.609
N -1.041 -4.362 -5.179
H -3.037 1.177 -0.716
H -3.146 2.090 -2.321
H -2.491 -1.266 -0.767
H -1.793 -3.268 -2.029
H -1.481 -0.946 -5.615
H -2.272 1.067 -4.415
N 0.744 3.926 -3.269
C 0.500 2.926 -2.733
H 0.948 4.802 -3.700